# 1
{
  "formula": "C3H12NO2",
  "method": "ωB97M-V with the def2-TZVPD basis set",
  "species": ["O", "O", "N", "C", "C", "C", "H", "H", "H", "H", "H", "H", "H", "H", "H", "H", "H", "H"],
  "coordinates": [[1.617, -1.491, -0.869], [2.108, 2.719, 1.051], [0.410, 0.471, 0.723], [-1.759, -0.679, 0.287], [-1.033, 0.513, 0.281], [-2.319, -1.249, -1.012], [-1.188, 1.332, -0.406], [1.593, 3.367, 1.551], [1.891, -2.389, -0.637], [-2.743, -2.244, -0.842], [-1.550, -1.396, 1.083], [0.957, -0.138, 0.060], [2.396, -1.191, -1.360], [-3.145, -0.640, -1.383], [2.846, 3.249, 0.719], [0.938, 1.315, 0.982], [0.501, -0.162, 1.521], [-1.521, -1.390, -1.749]],
  "lowdin_charge": [-0.0537, -0.0622, 0.0801, -0.2879, -0.2680, -0.1762, 0.0483, 0.0611, 0.0644, 0.0470, 0.0420, 0.0808, 0.0621, 0.0508, 0.0594, 0.0739, 0.1326, 0.0455],
  "charge": 0,
  "spin_multiplicity": 2,
  "e_above_lowest_kcal_mol": 55.9,
  "gap_ev": [3.9, 6.6],
  "homo_ha": [-0.136, -0.240]
}

=====

# 2
{
  "formula": "C3H9N5",
  "method": "ωB97M-V with the def2-TZVPD basis set",
  "species": ["N", "N", "N", "N", "N", "C", "C", "C", "H", "H", "H", "H", "H", "H", "H", "H", "H"],
  "coordinates": [[-0.525, 1.330, -1.556], [0.359, -0.361, 1.205], [1.549, 1.708, 1.003], [-1.707, -1.098, 0.267], [0.285, -1.836, -0.639], [-0.388, -0.807, -0.007], [-0.103, 0.619, -0.502], [0.710, 0.803, 0.584], [-2.258, -0.403, 0.756], [-2.132, -1.988, 0.055], [-0.657, 2.340, -1.497], [1.826, 2.487, 0.411], [-1.149, 0.934, -2.257], [0.819, -0.836, 1.965], [2.172, 1.563, 1.790], [-0.041, -2.791, -0.648], [1.240, -1.665, -0.930]],
  "lowdin_charge": [0.0649, 0.0650, 0.1356, 0.1059, 0.1027, -0.6130, -0.2607, -0.4296, 0.0991, 0.0756, 0.0797, 0.1065, 0.0828, 0.1112, 0.1003, 0.0764, 0.0976],
  "charge": 0,
  "spin_multiplicity": 1,
  "e_above_lowest_kcal_mol": 71.4,
  "gap_ev": 6.2,
  "homo_ha": -0.190
}

=====

# 3
{
  "formula": "C22H36O5S3",
  "method": "ωB97M-V with the def2-TZVPD basis set",
  "species": ["S", "S", "S", "O", "O", "O", "O", "O", "C", "C", "C", "C", "C", "C", "C", "C", "C", "C", "C", "C", "C", "C", "C", "C", "C", "C", "C", "C", "C", "C", "H", "H", "H", "H", "H", "H", "H", "H", "H", "H", "H", "H", "H", "H", "H", "H", "H", "H", "H", "H", "H", "H", "H", "H", "H", "H", "H", "H", "H", "H", "H", "H", "H", "H", "H", "H"],
  "coordinates": [[1.661, 0.217, -1.861], [-4.724, -0.654, -2.906], [3.318, -1.850, 3.805], [1.204, -0.854, -2.790], [-2.009, 0.566, 1.467], [-0.975, 1.899, 2.837], [-5.440, 0.094, -4.019], [2.245, -0.769, 3.523], [-1.251, 2.887, 3.867], [-2.476, 3.881, -0.544], [4.801, -6.007, -1.454], [-3.002, 4.060, -1.800], [5.040, -1.139, 3.645], [2.412, -4.496, -1.733], [-2.061, 1.392, 2.325], [-2.166, 4.326, -2.910], [3.440, -4.411, -2.688], [3.399, -2.957, 2.308], [-0.325, 4.727, -1.300], [-5.959, -0.466, -1.520], [3.883, -5.947, -0.459], [-0.839, 4.607, -2.655], [2.669, -5.237, -0.569], [-1.166, 4.197, -0.332], [0.063, 0.887, -1.286], [-3.292, 1.898, 3.046], [-2.675, 3.184, 3.554], [4.594, -5.114, -2.501], [-3.501, 0.609, -2.405], [2.266, -0.705, -0.373], [-6.959, -0.613, -1.929], [1.787, -1.668, -0.194], [-0.809, 4.061, 0.678], [-5.664, -1.005, -0.620], [-0.440, 1.330, -2.145], [-3.125, 3.602, 0.273], [0.237, 1.664, -0.541], [3.796, -2.373, 1.478], [-0.209, 4.836, -3.502], [-3.206, 3.480, 4.459], [-4.073, 3.929, -1.809], [-3.369, 1.103, 3.787], [-2.950, 0.320, -1.510], [1.480, -3.972, -1.882], [-5.857, 0.566, -1.183], [-2.800, 0.604, -3.240], [-2.649, 4.360, -3.876], [-2.904, 4.023, 2.897], [1.984, -5.178, 0.264], [2.134, -0.157, 0.560], [3.395, -3.820, -3.591], [-4.022, 1.566, -2.392], [5.360, -4.958, -3.246], [0.673, 5.019, -1.009], [5.255, -0.507, 2.783], [5.737, -6.511, -1.264], [3.330, -0.919, -0.476], [2.388, -3.234, 2.007], [-4.198, 2.074, 2.465], [-0.506, 0.057, -0.866], [4.014, -3.855, 2.356], [5.229, -0.375, 4.399], [5.670, -2.027, 3.616], [-0.703, 3.821, 3.741], [4.026, -6.681, 0.321], [-1.184, 2.611, 4.919]],
  "lowdin_charge": [0.8281, 0.8417, 0.8539, -0.5851, 0.1127, 0.0583, -0.5937, -0.5902, -0.1221, -0.1119, -0.1011, -0.1037, -0.2592, -0.0704, -0.5611, -0.0805, -0.0894, -0.2635, -0.0494, -0.2417, -0.1243, -0.0766, -0.0884, -0.1345, -0.2566, -0.0563, -0.2015, -0.1132, -0.2620, -0.2555, 0.0493, 0.0435, 0.0949, 0.0426, 0.0410, 0.0967, 0.0387, 0.0299, 0.0941, 0.1149, 0.1002, 0.1383, 0.0420, 0.0985, 0.0322, 0.0486, 0.1046, 0.1156, 0.0900, 0.0416, 0.1064, 0.0338, 0.0990, 0.0985, 0.0492, 0.1036, 0.0364, 0.0407, 0.1285, 0.0469, 0.0506, 0.0438, 0.0441, 0.1281, 0.0975, 0.1324],
  "charge": 0,
  "spin_multiplicity": 1,
  "gap_ev": 9.1,
  "homo_ha": -0.315
}

=====

# 4
{
  "formula": "C4H7N3O",
  "method": "ωB97M-V with the def2-TZVPD basis set",
  "species": ["O", "N", "N", "N", "C", "C", "C", "C", "H", "H", "H", "H", "H", "H", "H"],
  "coordinates": [[-0.324, -0.204, 2.103], [-0.936, -0.941, -1.088], [-0.466, 0.461, -0.918], [-0.868, -1.346, 1.487], [0.725, 0.883, -1.433], [0.673, 0.495, 0.028], [0.476, 0.993, 1.348], [-1.014, -1.615, 0.280], [1.134, 2.028, -1.736], [1.277, -0.458, 0.203], [1.510, 0.310, -2.058], [-0.235, 1.996, 1.326], [-2.126, -1.135, -1.389], [-1.227, -2.740, -0.001], [1.401, 1.273, 1.848]],
  "lowdin_charge": [-0.1596, -0.0126, -0.0873, 0.0163, -0.1688, -0.3395, -0.0739, -0.2430, 0.1561, 0.1638, 0.1230, 0.1692, 0.2086, 0.1408, 0.1069],
  "charge": 0,
  "spin_multiplicity": 1,
  "e_above_lowest_kcal_mol": 201.9,
  "gap_ev": 9.8,
  "homo_ha": -0.328
}